(1)
Here is a structure of composition C27H16Cl76O7S2 in a non-equilibrium geometry from the Open Molecules 2025 dataset. Energies are from the ωB97M-V functional and the def2-TZVPD basis.

HOMO = -0.3855 Ha
molar mass = 3210.98 g/mol
gap between HOMO and LUMO = 10.29 eV
net charge = 0
E = -1015956.8274 eV

The geometry in XYZ format:
```
128
C27H16Cl76O7S2 (the ωB97M-V functional and the def2-TZVPD basis)
C 2.471 -1.238 2.266
C 1.775 -0.787 1.011
O 2.183 0.177 0.390
O 0.708 -1.517 0.584
C -0.586 -0.968 0.948
C -1.143 -1.712 2.143
C -2.315 -1.034 2.860
C -3.292 -0.249 1.957
C -3.071 1.249 1.840
O -2.502 1.538 0.543
S -1.651 2.917 0.492
O -1.591 3.192 -0.896
O -0.036 2.379 0.790
S 0.644 2.868 2.168
C 0.327 1.646 3.409
O 0.032 4.096 2.509
O 2.043 2.946 1.995
H 1.971 -0.774 3.106
H 3.492 -0.906 2.215
H 2.470 -2.314 2.355
H -0.443 0.075 1.195
H -1.184 -1.082 0.065
H -1.476 -2.687 1.807
H -0.315 -1.872 2.822
H -2.023 -0.401 3.690
H -2.892 -1.839 3.296
H -4.283 -0.367 2.373
H -3.309 -0.701 0.975
H -4.042 1.724 1.882
H -2.491 1.665 2.658
H 0.067 2.142 4.332
H 1.249 1.113 3.566
H -0.415 0.933 3.083
C 3.110 3.778 -1.597
Cl 3.625 4.747 -0.210
Cl 3.342 4.715 -3.078
Cl 4.077 2.284 -1.694
Cl 1.404 3.374 -1.425
C 5.534 2.686 3.432
Cl 4.850 1.469 4.521
Cl 4.820 2.509 1.832
Cl 5.173 4.311 4.077
Cl 7.280 2.456 3.332
C 1.865 8.766 0.598
Cl 1.090 7.553 1.603
Cl 1.239 8.652 -1.049
Cl 1.535 10.377 1.246
Cl 3.605 8.486 0.580
C 9.038 6.851 3.410
Cl 8.799 8.042 2.122
Cl 9.381 7.698 4.924
Cl 7.602 5.825 3.626
Cl 10.408 5.815 2.987
C 7.626 9.846 -1.325
Cl 6.852 8.632 -0.305
Cl 6.996 9.725 -2.970
Cl 7.290 11.455 -0.680
Cl 9.371 9.569 -1.340
C -5.080 -3.635 -0.390
Cl -6.128 -3.814 1.021
Cl -5.858 -2.569 -1.568
Cl -3.532 -2.943 0.120
Cl -4.799 -5.211 -1.124
C 2.510 4.127 6.245
Cl 3.820 4.775 7.232
Cl 2.483 4.926 4.679
Cl 2.772 2.386 6.011
Cl 0.966 4.375 7.069
C -3.927 -9.046 -0.004
Cl -2.218 -9.013 0.442
Cl -4.120 -8.358 -1.621
Cl -4.504 -10.714 0.002
Cl -4.865 -8.098 1.150
C -1.440 -2.095 -3.612
Cl -0.725 -3.279 -4.711
Cl -0.419 -1.867 -2.188
Cl -1.613 -0.544 -4.432
Cl -3.038 -2.637 -3.077
C -6.242 -4.143 -5.718
Cl -6.299 -5.599 -4.714
Cl -6.848 -4.510 -7.336
Cl -7.238 -2.885 -4.982
Cl -4.582 -3.559 -5.822
C -1.775 2.550 -6.789
Cl -1.066 1.371 -7.897
Cl -0.731 2.733 -5.378
Cl -1.938 4.106 -7.608
Cl -3.371 1.988 -6.275
C -8.599 -8.011 -7.574
Cl -6.883 -8.009 -7.165
Cl -8.825 -7.270 -9.161
Cl -9.198 -9.672 -7.609
Cl -9.494 -7.088 -6.362
C -9.988 -6.440 -13.308
Cl -9.303 -6.950 -14.853
Cl -10.237 -7.852 -12.278
Cl -8.874 -5.325 -12.509
Cl -11.532 -5.632 -13.586
C 4.301 -0.854 8.869
Cl 3.606 -0.780 10.489
Cl 3.545 0.381 7.849
Cl 6.041 -0.564 8.945
Cl 4.004 -2.455 8.178
C -8.304 0.990 -4.256
Cl -8.685 1.988 -2.851
Cl -6.598 0.531 -4.204
Cl -9.313 -0.466 -4.231
Cl -8.625 1.900 -5.733
C 6.926 4.013 -5.455
Cl 5.729 4.487 -6.666
Cl 7.590 5.460 -4.689
Cl 6.152 3.006 -4.233
Cl 8.228 3.109 -6.237
C 3.760 -1.650 -3.087
Cl 2.952 -1.884 -4.639
Cl 4.192 -3.223 -2.404
Cl 5.229 -0.693 -3.328
Cl 2.677 -0.807 -1.984
C -2.893 -8.417 4.836
Cl -2.331 -9.687 3.745
Cl -1.783 -8.285 6.204
Cl -2.943 -6.872 3.978
Cl -4.508 -8.818 5.424
C 7.576 -1.411 12.804
Cl 9.123 -0.621 12.489
Cl 7.661 -2.282 14.338
Cl 6.305 -0.191 12.892
Cl 7.228 -2.552 11.499
```

***

(2)
Here is a structure of composition C45H41FeN5P2 from the Open Molecules 2025 dataset. Energies are from the ωB97M-V functional and the def2-TZVPD basis.

HOMO = -0.2513 Ha
molar mass = 769.65 g/mol
gap between HOMO and LUMO = 7.20 eV
net charge = 0
E = -107748.4693 eV

The geometry in XYZ format:
```
94
C45H41FeN5P2 (the ωB97M-V functional and the def2-TZVPD basis)
Fe 0.509 0.246 -0.262
C 2.670 0.882 2.083
P 0.968 0.169 2.092
C 1.206 -1.338 3.126
C 0.739 -2.592 2.756
C 0.920 -3.695 3.584
C 1.574 -3.557 4.795
C 2.042 -2.307 5.184
C 1.855 -1.213 4.359
C 0.013 1.198 3.267
C 0.061 2.588 3.191
C -0.729 3.363 4.026
C -1.591 2.762 4.931
C -1.663 1.378 4.999
C -0.863 0.603 4.174
C 3.297 0.591 0.751
C 4.611 0.669 0.324
C 4.590 0.436 -1.074
C 3.266 0.230 -1.415
C 2.610 -0.069 -2.732
P 0.825 0.370 -2.562
C 0.661 1.899 -3.546
C 1.185 1.958 -4.840
C 1.051 3.100 -5.607
C 0.385 4.206 -5.089
C -0.143 4.157 -3.811
C -0.007 3.007 -3.040
C -0.084 -0.824 -3.618
C -1.232 -0.410 -4.294
C -2.003 -1.318 -5.004
C -1.636 -2.656 -5.051
C -0.499 -3.080 -4.380
C 0.266 -2.171 -3.663
N 2.487 0.304 -0.301
H 3.254 0.469 2.908
H 2.578 1.958 2.258
H 0.213 -2.720 1.825
H 0.540 -4.661 3.275
H 1.718 -4.414 5.440
H 2.545 -2.185 6.134
H 2.202 -0.241 4.687
H 0.693 3.080 2.465
H -0.678 4.441 3.951
H -2.210 3.370 5.578
H -2.337 0.898 5.696
H -0.920 -0.475 4.247
H 5.469 0.892 0.937
H 5.432 0.433 -1.748
H 2.690 -1.121 -3.021
H 3.055 0.510 -3.544
H 1.693 1.095 -5.257
H 1.462 3.129 -6.607
H 0.283 5.103 -5.686
H -0.655 5.014 -3.395
H -0.417 2.990 -2.041
H -1.524 0.633 -4.275
H -2.888 -0.977 -5.525
H -2.233 -3.364 -5.610
H -0.206 -4.121 -4.409
H 1.142 -2.527 -3.135
C -2.610 -0.305 -0.695
N -1.517 0.564 -0.259
C -1.848 1.781 0.061
C -0.796 2.725 0.258
C -0.736 4.108 0.424
C 0.619 4.449 0.318
C 1.311 3.249 0.088
N 0.458 2.214 0.043
C -3.303 -1.023 0.434
C -4.673 -1.250 0.399
C -5.297 -1.959 1.416
C -4.556 -2.450 2.480
C -3.188 -2.219 2.527
C -2.571 -1.505 1.514
H -2.188 -1.024 -1.400
H -3.340 0.271 -1.275
H -2.891 2.099 0.096
H -1.568 4.769 0.598
H 1.056 5.431 0.385
H 2.369 3.099 -0.065
H -5.256 -0.868 -0.430
H -6.366 -2.125 1.378
H -5.042 -3.002 3.273
H -2.598 -2.591 3.356
H -1.510 -1.303 1.558
N 1.657 -3.792 -0.535
C 0.324 -4.072 -0.693
C -0.307 -2.871 -0.649
N 0.612 -1.860 -0.455
C 1.787 -2.458 -0.397
H 2.415 -4.452 -0.513
H -0.047 -5.071 -0.820
H -1.363 -2.694 -0.691
H 2.724 -1.960 -0.228
```

***

(3)
Here is a structure of composition C19H15F9N4O6STi in a non-equilibrium geometry from the Open Molecules 2025 dataset. Energies are from the ωB97M-V functional and the def2-TZVPD basis.

HOMO (alpha / beta) = 0.0040 / -0.0660 Ha
spin multiplicity = 3
molar mass = 646.27 g/mol
<S²> = 2.02
relative energy (zero: lowest compared OMol25 entry of this formula, charge and spin) = 96.0 kJ/mol
gap between HOMO and LUMO (alpha / beta) = 4.71 / 6.61 eV
net charge = -2
E = -96604.9192 eV

The geometry in XYZ format:
```
55
C19H15F9N4O6STi (the ωB97M-V functional and the def2-TZVPD basis)
Ti 0.848 0.407 1.126
N 0.773 1.082 5.464
C 0.693 0.573 4.121
S 1.527 1.627 3.015
N 0.153 -0.584 3.961
N 0.093 -0.970 2.620
C -0.741 -2.004 2.566
C -1.021 -2.585 1.369
C -1.736 -3.838 1.364
C -1.966 -4.491 0.200
C -1.674 -3.792 -0.979
C -1.040 -2.554 -0.949
N -0.665 -1.978 0.167
H 0.854 2.085 5.587
H 0.025 0.549 5.989
H -1.050 -2.386 3.472
H -1.808 -4.369 2.264
H -2.367 -5.481 0.207
H -1.922 -4.074 -2.003
H -0.807 -2.078 -1.863
O 2.425 3.540 -1.262
C 2.233 2.379 -0.937
O 1.536 2.005 0.050
C 2.471 1.224 -1.969
C 1.138 0.759 -2.504
C 1.234 -0.022 -3.861
C 1.876 -1.371 -3.352
C 1.890 -1.133 -1.825
O 0.755 -0.274 -1.643
C 3.102 -0.118 -1.539
C 3.543 -0.192 -0.086
O 4.728 -0.020 0.201
O 2.541 -0.526 0.690
H 3.137 1.692 -2.786
H 0.352 1.509 -2.386
H 0.218 -0.138 -4.286
H 1.847 0.544 -4.595
H 1.344 -2.201 -3.692
H 2.865 -1.559 -3.784
H 2.070 -1.878 -1.073
H 3.970 -0.351 -2.107
F -2.157 0.519 -1.510
C -2.909 1.367 -0.745
F -3.903 0.579 -0.399
F -3.463 2.351 -1.525
C -1.959 1.888 0.450
O -0.925 1.151 0.785
C -2.882 2.026 1.698
F -2.350 2.701 2.772
F -3.140 0.776 2.094
F -4.062 2.655 1.449
C -1.500 3.412 0.107
F -2.593 4.255 0.038
F -0.946 3.429 -1.147
F -0.653 3.884 0.981
```

***

(4)
Here is the ion C5H10N3 with charge +1 in a non-equilibrium geometry from the Open Molecules 2025 dataset. Energies are from the ωB97M-V functional and the def2-TZVPD basis.

HOMO = -0.5409 Ha
molar mass = 112.16 g/mol
relative energy (zero: lowest compared OMol25 entry of this formula, charge and spin) = 483.0 kJ/mol
gap between HOMO and LUMO = 8.59 eV
net charge = +1
SMILES = CC[C@H]1CN=NC=[NH+]1
E = -9806.7424 eV

The geometry in XYZ format:
```
18
C5H10N3 (the ωB97M-V functional and the def2-TZVPD basis)
C 2.119 1.294 0.052
C 1.140 -1.247 0.573
C 0.082 0.064 0.398
C -2.389 -0.091 -0.236
C -0.977 -0.324 -0.672
N 2.533 0.197 -0.530
N 1.901 -0.858 -0.513
N 0.776 1.303 0.253
H 2.450 2.350 -0.057
H 1.553 -0.992 1.526
H 0.769 -2.312 0.679
H -0.421 -0.043 1.347
H -3.085 0.091 -1.026
H -2.417 0.691 0.454
H -2.693 -0.974 0.210
H -0.807 0.132 -1.656
H -0.819 -1.407 -0.739
H 0.284 2.127 -0.062
```